# C19H32Ge2N4STc

A molecular structure, C19H32Ge2N4STc (ωB97M-V/def2-TZVPD, the OMol25 dataset).

Each line ends with the Mulliken charge.
CARTESIAN COORDINATES (ANGSTROEM)
Tc: 0.53492 0.52155 1.35419  0.01
C: -3.68013 0.73848 1.01208  -1.43
C: -2.28107 1.30552 1.33362  -0.15
Ge: -1.25284 1.34992 -0.35894  -0.14
C: -0.91319 3.05697 -1.23832  -0.46
C: -2.08039 3.33920 -2.19942  -1.26
C: -1.70252 -0.10543 -1.60307  -0.71
C: -0.86957 -1.15595 -1.79434  0.34
Ge: 0.80403 -0.83357 -0.80188  0.48
C: 0.20771 -1.36532 2.05419  -0.46
C: 0.20464 -2.66458 1.27394  -1.47
C: 2.53585 -1.24558 -1.57992  -0.57
C: 2.61270 -2.22320 -2.74999  -1.24
C: -1.17932 -2.26811 -2.69673  1.01
C: -2.09215 -2.08784 -3.79333  -0.44
C: -2.40681 -3.12837 -4.61313  -0.82
C: -1.83884 -4.40156 -4.36722  -0.37
C: -0.92894 -4.60034 -3.28276  -0.85
C: -0.60583 -3.55019 -2.47641  0.10
H: -4.30101 0.80296 1.90549  0.41
H: -3.63723 -0.30842 0.71067  0.39
H: -4.17679 1.31307 0.22987  0.40
H: -1.84725 0.72386 2.16251  0.28
H: -2.32702 2.34262 1.67155  0.52
H: 0.03982 3.01936 -1.76721  0.44
H: -0.84011 3.82677 -0.46873  0.42
H: -2.12759 2.61359 -3.01179  0.38
H: -1.92703 4.32005 -2.65011  0.39
H: -3.04562 3.36931 -1.69144  0.38
H: -2.64736 -0.03364 -2.14135  0.61
H: -0.77651 -1.15866 2.51056  0.57
H: 0.97093 -1.38413 2.84809  0.59
H: -0.60234 -2.70131 0.53605  0.33
H: 0.03257 -3.51092 1.94635  0.48
H: 1.18156 -2.86214 0.81331  0.40
H: 3.20417 -1.52330 -0.75992  0.49
H: 2.86434 -0.24185 -1.89313  0.54
H: 2.43982 -3.24973 -2.43318  0.36
H: 3.61766 -2.18350 -3.16969  0.42
H: 1.91857 -1.96929 -3.55145  0.35
H: -2.51366 -1.11140 -3.99150  0.45
H: -3.08242 -2.99572 -5.44816  0.49
H: -2.09669 -5.24006 -5.00504  0.48
H: -0.51282 -5.58581 -3.11744  0.49
H: 0.06960 -3.70163 -1.64480  0.48
C: 2.27093 3.64370 5.50477  -1.16
C: 2.89697 3.00704 4.32561  0.75
N: 4.14783 3.06177 3.98902  -0.57
N: 4.26851 2.35609 2.83796  0.27
C: 3.12357 1.85296 2.43421  0.41
S: 2.74902 0.89112 1.02650  -0.29
N: 2.22709 2.25130 3.35281  0.42
N: 0.87135 1.87926 3.25329  -0.87
H: 3.01309 3.70993 6.29907  0.37
H: 1.41637 3.07717 5.87602  0.36
H: 1.95094 4.65948 5.26151  0.33
H: 5.18608 2.27009 2.40962  0.20
H: 0.30584 2.73208 3.26805  0.32
H: 0.62655 1.35630 4.09951  0.34

Cartesian forces (eV/Å) of the 2 atoms listed first:
Tc -0.207 0.443 0.070
C -0.041 -0.074 0.070

Spin multiplicity = 4
LUMO energy (alpha / beta) = -13.33 / -14.98 eV
Orbital gap (alpha / beta) = 7.533 / 6.309 eV
DFT total energy = -5593.33450 Eh
Net charge = +4
<S²> = 3.806
Energy above the lowest of the compared OMol25 structures with the same formula, charge and spin = 3.6 kcal per mole

---

# C19H32N2O3ReS5Sb

A molecular structure, C19H32N2O3ReS5Sb (ωB97M-V/def2-TZVPD, the OMol25 dataset).

Each line ends with the Mulliken charge.
CARTESIAN COORDINATES (ANGSTROEM)
Re: -0.57290 -1.45006 -1.65928  1.75
S: 0.60660 -3.18120 -0.91144  -0.22
S: -0.56956 -4.89014 -0.73292  0.04
S: -2.47114 -4.28480 -0.52438  0.07
S: -2.54186 -2.34393 -1.19112  -0.06
C: 1.12132 -1.22289 2.53852  -1.84
C: -0.38331 -0.98397 2.45126  1.44
C: -0.85917 -0.21963 3.68403  -1.42
C: -1.10094 -2.32868 2.36034  -1.17
Sb: -0.78093 0.13188 0.61761  0.08
C: -2.83586 0.90012 0.74514  1.81
C: -3.76437 -0.15028 1.34639  -1.61
C: -3.28949 1.21973 -0.67961  -1.62
C: -2.91456 2.15699 1.60954  -1.80
C: 0.51693 1.90407 0.59344  1.76
C: 0.51775 2.64680 1.92684  -1.69
C: 1.94905 1.49143 0.27405  -1.51
C: 0.01506 2.81221 -0.53141  -1.74
H: 1.32557 -1.84654 3.41361  0.56
H: 1.68299 -0.29444 2.66277  0.31
H: 1.50400 -1.75389 1.66345  0.33
H: -0.65009 -0.82909 4.56810  0.55
H: -1.93306 -0.02838 3.67257  0.24
H: -0.34170 0.72929 3.81432  0.24
H: -0.84344 -2.91934 3.24428  0.50
H: -0.78928 -2.90200 1.48473  -0.05
H: -2.18494 -2.22464 2.33928  0.27
H: -3.72826 -1.10695 0.82904  0.20
H: -4.78985 0.22165 1.26447  0.53
H: -3.56707 -0.31967 2.40592  0.33
H: -3.36314 0.32912 -1.30224  0.28
H: -2.63404 1.92872 -1.18518  0.31
H: -4.28672 1.66788 -0.63622  0.51
H: -2.54823 1.99419 2.62418  0.31
H: -3.96642 2.44716 1.68814  0.58
H: -2.38256 2.99993 1.17824  0.34
H: 0.97124 2.05241 2.72033  0.33
H: -0.46999 2.96150 2.25054  0.28
H: 1.12930 3.54759 1.81588  0.52
H: 2.38712 0.84337 1.03522  0.26
H: 2.56311 2.39623 0.22236  0.59
H: 2.02660 0.99468 -0.68531  0.11
H: -0.96827 3.22864 -0.33345  0.32
H: -0.02266 2.29246 -1.49292  0.18
H: 0.70832 3.65125 -0.64145  0.52
O: -0.79228 -2.09271 -3.72519  -0.67
N: -1.49796 -1.09003 -4.08930  1.04
O: -1.95937 -0.95258 -5.17632  -0.57
O: -1.64720 -0.22362 -3.13842  -0.55
S: 2.50902 0.86638 -4.34358  -0.24
C: 1.10301 0.40312 -3.52188  -0.15
N: 1.24064 -0.41367 -2.50613  0.43
C: 2.60566 -0.68083 -2.29636  -0.58
C: 3.17724 -1.38601 -1.23468  0.76
C: 4.54620 -1.52392 -1.18975  -1.25
C: 5.36919 -0.96031 -2.17348  -0.52
C: 4.82885 -0.21799 -3.19765  -0.57
C: 3.44246 -0.07595 -3.23717  0.85
H: 0.14266 0.77555 -3.84092  0.40
H: 2.56839 -1.78485 -0.43770  -0.40
H: 4.99515 -2.06936 -0.37116  0.45
H: 6.44063 -1.09113 -2.11419  0.41
H: 5.45654 0.24910 -3.94377  0.42

Cartesian forces (eV/Å) of the 2 atoms listed first:
Re 0.291 0.215 0.292
S -0.081 -0.073 -0.404

Spin multiplicity = 2
LUMO energy (alpha / beta) = -5.17 / -4.21 eV
Orbital gap (alpha / beta) = 5.568 / 7.157 eV
DFT total energy = -3387.59978 Eh
Net charge = +1
<S²> = 1.143
Energy above the lowest of the compared OMol25 structures with the same formula, charge and spin = 2.9 kcal per mole

---

Values for strongest force on any atom, eV/A, ordered as above
0.5; 0.6